Entry 1:
ORCA calculation (ωB97M-V/def2-TZVPD) on a cluster of 8 separate species, C7H26O8 in total.

Summary:
Energy above the lowest of the compared OMol25 structures with the same formula, charge and spin   276.8 kJ/mol
Kohn-Sham gap   8.88 eV
SMILES   C=C(/C=C/CO)CC.O.O.O.O.O.O.O
Highest occupied orbital energy   -8.590 eV
E_LUMO   0.3 eV
F_max   0.0545 hartree/bohr

```
! wB97M-V def2-TZVPD RIJCOSX def2/J DEFGRID3
* xyz 0 1
C 2.75 0.20 -1.10
C 1.49 0.65 -1.14
C 1.14 2.01 -0.67
C 0.29 2.21 0.33
C -0.11 3.57 0.86
O -1.18 3.34 1.77
C 0.35 -0.20 -1.58
C 0.07 -0.24 -3.09
H 3.13 -0.71 -1.51
H 3.54 0.75 -0.58
H 1.81 2.80 -0.99
H -0.39 1.49 0.79
H -0.56 4.17 0.07
H 0.70 4.13 1.32
H -0.87 3.42 2.68
H -0.54 -0.10 -0.95
H 0.41 -1.17 -1.10
H 0.67 -0.99 -3.58
H -0.94 -0.70 -3.16
H 0.27 0.70 -3.54
O -0.89 -3.57 0.54
H -0.23 -4.00 -0.01
H -1.25 -2.87 -0.04
O -2.56 -1.86 -0.81
H -3.40 -2.32 -0.65
H -2.59 -1.03 -0.31
O 0.52 -3.52 -2.91
H -0.33 -3.07 -2.83
H 1.17 -3.26 -2.27
O 1.10 -1.05 3.56
H 2.05 -1.24 3.53
H 0.58 -1.22 2.74
O -2.67 1.02 0.21
H -3.27 1.64 -0.21
H -1.92 1.58 0.49
O 1.01 1.46 3.01
H 0.88 0.47 3.16
H 1.73 1.70 3.60
O -0.30 -1.21 1.35
H -1.20 -0.85 1.34
H -0.49 -2.13 1.69
*
```

---

Entry 2:
ORCA calculation (ωB97M-V/def2-TZVPD) on a cluster of 5 separate species, C21H42N7O6 in total.

Summary:
Energy above the lowest of the compared OMol25 structures with the same formula, charge and spin   423.2 kJ/mol
Kohn-Sham gap   7.97 eV
Highest occupied orbital energy   -10.892 eV
E_LUMO   -2.9 eV
F_max   0.1497 hartree/bohr

```
! wB97M-V def2-TZVPD RIJCOSX def2/J DEFGRID3
* xyz 1 1
C -2.38 1.59 5.14
N -2.79 0.60 4.10
C -3.40 -0.65 4.67
C -3.61 1.20 3.03
O -4.64 1.92 3.22
C -3.12 0.90 1.50
C -1.53 0.57 1.63
N -0.50 1.39 2.25
C 0.77 0.58 2.11
C 0.34 -0.71 1.40
C 1.13 -2.03 0.96
C 0.18 -3.29 1.36
O -0.41 -3.28 2.49
N -1.09 -0.70 1.09
H -1.95 1.00 6.03
H -1.52 2.25 4.75
H -3.23 2.28 5.49
H -4.26 -1.08 4.05
H -3.71 -0.50 5.76
H -2.56 -1.45 4.65
H -3.62 -0.05 1.09
H -3.24 1.80 0.81
H -0.61 2.31 2.71
H 1.82 0.81 2.48
H 1.34 -2.03 -0.16
H 2.10 -2.09 1.57
H -0.04 -4.18 0.68
H -1.70 -1.39 0.63
C 1.66 2.17 5.35
O 0.56 2.67 5.54
N 2.84 2.72 5.74
C 4.11 2.07 5.49
C 2.83 3.99 6.44
H 1.78 1.21 4.83
H 4.61 1.88 6.44
H 4.73 2.73 4.87
H 3.97 1.13 4.96
H 2.24 3.90 7.35
H 2.36 4.75 5.80
H 3.85 4.30 6.68
C 1.03 -2.36 -3.52
O 1.50 -2.66 -2.43
N 0.13 -1.36 -3.74
C -0.38 -1.06 -5.06
C -0.33 -0.58 -2.61
H 1.32 -2.89 -4.44
H -0.13 -0.03 -5.31
H -1.46 -1.18 -5.06
H 0.05 -1.72 -5.81
H 0.53 -0.10 -2.14
H -0.80 -1.25 -1.89
H -1.04 0.18 -2.93
C -0.22 -4.02 -7.70
O 0.61 -3.27 -8.19
N 0.01 -5.30 -7.27
C -1.03 -6.12 -6.70
C 1.35 -5.84 -7.40
H -1.27 -3.71 -7.56
H -0.74 -6.40 -5.68
H -1.14 -7.02 -7.31
H -1.98 -5.59 -6.67
H 2.05 -5.21 -6.83
H 1.65 -5.83 -8.45
H 1.39 -6.86 -7.01
C -0.32 3.52 -2.17
O -0.44 2.31 -2.23
N 0.38 4.19 -1.21
C 0.48 5.63 -1.19
C 1.06 3.41 -0.19
H -0.80 4.19 -2.90
H 1.53 5.92 -1.27
H 0.07 6.00 -0.24
H -0.08 6.08 -2.01
H 1.77 2.74 -0.68
H 0.33 2.81 0.35
H 1.58 4.07 0.50
*
```

---

Entry 3:
ORCA calculation (ωB97M-V/def2-TZVPD) on a cluster of 2 separate species, C5H13NO3 in total.

Summary:
Energy above the lowest of the compared OMol25 structures with the same formula, charge and spin   379.8 kJ/mol
Kohn-Sham gap   9.85 eV
SMILES   CN[C@H](C=O)[C@H](C)O.O
Highest occupied orbital energy   -9.122 eV
E_LUMO   0.7 eV
F_max   0.1282 hartree/bohr

```
! wB97M-V def2-TZVPD RIJCOSX def2/J DEFGRID3
* xyz 0 1
C 0.71 2.30 -0.73
N -0.40 1.35 -0.41
C -0.02 0.34 0.63
C 1.17 -0.59 0.47
O 1.96 -0.22 -0.40
C -1.32 -0.47 0.90
C -2.25 0.49 1.68
O -0.97 -1.37 1.85
H 0.64 3.31 -0.40
H 0.92 2.18 -1.80
H 1.91 2.17 -0.46
H -0.36 0.87 -1.32
H 0.19 0.91 1.69
H 1.18 -1.55 0.90
H -1.68 -0.96 -0.05
H -1.76 0.92 2.49
H -2.79 1.17 0.91
H -3.16 -0.17 1.97
H -1.61 -2.01 1.96
O 1.07 -1.66 -3.27
H 1.32 -0.74 -3.18
H 1.83 -2.14 -3.01
*
```

---

Entry 4:
ORCA calculation (ωB97M-V/def2-TZVPD) on an isolated molecule of CH3BrP2.

Summary:
Energy above the lowest of the compared OMol25 structures with the same formula, charge and spin   14.8 kJ/mol
Kohn-Sham gap   8.31 eV
Highest occupied orbital energy   -9.425 eV
E_LUMO   -1.1 eV
F_max   0.0526 hartree/bohr

```
! wB97M-V def2-TZVPD RIJCOSX def2/J DEFGRID3
* xyz 0 1
C -1.52 -1.40 0.21
P 1.20 -1.57 -1.08
P 0.23 -1.07 0.60
Br -2.52 0.30 -0.17
H -1.81 -1.95 -0.69
H -2.05 -1.78 1.20
H 2.37 -1.51 -0.47
*
```

---

Entry 5:
ORCA calculation (ωB97M-V/def2-TZVPD) on a structure of composition C32H36ErN9O3SSi.

Summary:
Energy above the lowest of the compared OMol25 structures with the same formula, charge and spin   0.0 kJ/mol
<S²>   3.752
Kohn-Sham gap (alpha / beta)   6.79 / 6.79 eV
Highest occupied orbital energy (alpha / beta)   -6.863 / -6.865 eV
E_LUMO (alpha / beta)   -0.1 / -0.1 eV
F_max   0.0047 hartree/bohr

```
! wB97M-V def2-TZVPD RIJCOSX def2/J DEFGRID3
* xyz 0 4
Er 0.04 1.47 -0.32
N 0.88 1.00 -4.70
C 0.64 1.43 -3.45
O 0.07 0.69 -2.64
C 1.09 2.81 -3.06
C 0.23 3.33 -1.92
H 0.70 0.03 -4.92
H 1.40 1.57 -5.35
H 1.15 3.43 -3.98
H 2.13 2.68 -2.73
H -0.74 3.64 -2.33
H 0.69 4.23 -1.49
O -0.12 0.97 1.95
N -0.05 1.84 2.87
N 0.03 3.03 2.42
O 0.02 3.28 1.13
C 0.15 4.12 3.33
C 0.31 5.39 2.80
C 0.43 6.47 3.67
C 0.39 6.27 5.04
C 0.22 4.99 5.55
C 0.10 3.90 4.70
H 0.35 5.51 1.73
H 0.57 7.46 3.27
H 0.48 7.12 5.72
H 0.18 4.83 6.62
H -0.03 2.91 5.09
C 4.75 -2.13 -2.00
Si 5.21 -1.34 -0.36
C 4.74 -2.43 1.08
C 7.07 -1.08 -0.33
C 4.40 0.36 -0.21
C 5.16 1.51 -0.14
C 4.58 2.78 -0.05
C 3.21 2.85 -0.03
N 2.44 1.76 -0.09
C 2.99 0.53 -0.18
S 1.83 -0.76 -0.27
H 5.31 -3.06 -2.13
H 4.99 -1.47 -2.83
H 3.69 -2.36 -2.04
H 5.33 -3.36 1.05
H 3.69 -2.69 1.06
H 4.95 -1.93 2.03
H 7.57 -2.05 -0.42
H 7.41 -0.62 0.60
H 7.41 -0.46 -1.17
H 6.24 1.44 -0.16
H 5.18 3.68 0.01
H 2.67 3.79 0.04
N -3.96 3.72 -0.19
C -4.63 2.52 -0.12
C -3.66 1.57 -0.12
N -2.42 2.16 -0.17
C -2.64 3.45 -0.21
H -4.36 4.64 -0.21
H -5.70 2.46 -0.07
H -3.78 0.50 -0.07
H -1.87 4.21 -0.25
N -3.51 -5.27 0.46
C -4.33 -6.30 0.05
C -4.66 -7.52 0.63
C -5.54 -8.32 -0.07
C -6.06 -7.92 -1.32
C -5.72 -6.71 -1.89
C -4.84 -5.89 -1.19
N -4.33 -4.65 -1.52
C -3.56 -4.31 -0.53
C -2.80 -3.06 -0.46
C -2.09 -2.67 0.68
C -1.40 -1.47 0.66
N -1.38 -0.66 -0.40
C -2.06 -1.04 -1.49
C -2.78 -2.21 -1.56
H -2.96 -5.23 1.30
H -4.27 -7.83 1.59
H -5.82 -9.28 0.34
H -6.73 -8.59 -1.84
H -6.11 -6.41 -2.84
H -2.06 -3.27 1.58
H -0.83 -1.14 1.52
H -2.01 -0.36 -2.33
H -3.32 -2.48 -2.46
*
```

---

Entry 6:
ORCA calculation (ωB97M-V/def2-TZVPD) on a cluster of 13 separate species, C72H68N10O29 in total.

Summary:
Energy above the lowest of the compared OMol25 structures with the same formula, charge and spin   41.6 kJ/mol
Kohn-Sham gap   8.83 eV
Highest occupied orbital energy   -9.735 eV
E_LUMO   -0.9 eV
F_max   0.1082 hartree/bohr

```
! wB97M-V def2-TZVPD RIJCOSX def2/J DEFGRID3
* xyz 0 1
C 4.62 -1.76 3.38
C 4.36 -0.36 2.93
C 2.82 -0.23 2.72
O 2.50 0.85 3.62
C 3.59 1.26 4.26
O 3.62 2.14 5.08
O 4.66 0.57 3.88
H 4.29 -2.40 2.59
H 4.03 -1.99 4.28
H 5.67 -1.91 3.68
H 4.84 -0.08 2.00
H 2.25 -1.13 3.06
H 2.40 0.05 1.78
C -1.12 2.58 -4.39
C -0.13 3.76 -4.20
C 1.22 3.47 -3.50
O 2.19 4.24 -4.27
C 1.63 4.75 -5.42
O 2.24 5.35 -6.23
O 0.29 4.38 -5.50
H -0.63 1.80 -4.95
H -1.90 2.91 -5.06
H -1.57 2.23 -3.43
H -0.68 4.60 -3.73
H 1.45 2.45 -3.64
H 1.19 3.71 -2.49
C -1.65 -6.00 -1.64
C -1.29 -6.64 -0.28
C -1.93 -8.00 -0.05
O -0.99 -8.55 0.91
C 0.28 -8.03 0.63
O 1.27 -8.51 1.00
O 0.14 -6.92 -0.04
H -1.12 -5.08 -1.64
H -2.72 -5.81 -1.81
H -1.37 -6.56 -2.51
H -1.55 -5.93 0.52
H -1.90 -8.58 -0.95
H -2.94 -7.90 0.33
C -4.89 3.05 3.36
C -5.42 4.08 2.61
C -5.27 4.15 1.25
C -4.53 3.21 0.71
C -3.91 2.17 1.36
C -4.06 2.07 2.74
N -4.42 3.25 -0.79
O -5.07 4.02 -1.46
O -3.60 2.46 -1.20
H -5.04 3.16 4.44
H -6.06 4.85 3.05
H -5.69 4.87 0.58
H -3.29 1.47 0.81
H -3.60 1.33 3.38
C 1.30 -4.10 3.47
C 0.26 -3.19 3.42
C -0.74 -3.28 4.33
C -0.65 -4.19 5.40
C 0.40 -5.09 5.48
C 1.39 -4.97 4.53
N -1.76 -4.31 6.32
O -1.82 -5.40 6.84
O -2.49 -3.39 6.49
H 2.02 -4.17 2.70
H 0.17 -2.53 2.59
H -1.72 -2.71 4.20
H 0.38 -6.01 6.08
H 2.20 -5.68 4.61
C -0.26 5.78 3.75
C -1.27 5.03 3.24
C -1.52 4.99 1.86
C -0.54 5.53 0.99
C 0.56 6.19 1.51
C 0.61 6.39 2.90
N -0.64 5.51 -0.47
O 0.35 5.83 -1.11
O -1.66 5.04 -0.97
H -0.13 5.80 4.79
H -1.97 4.55 3.97
H -2.46 4.64 1.53
H 1.33 6.53 0.80
H 1.44 7.00 3.17
C 3.50 3.27 -8.66
C 4.36 3.42 -7.58
C 4.16 2.64 -6.40
C 3.17 1.69 -6.47
C 2.36 1.55 -7.55
C 2.43 2.34 -8.67
N 2.97 0.78 -5.24
O 3.89 0.72 -4.44
O 1.95 0.18 -5.23
H 3.66 3.88 -9.52
H 5.08 4.13 -7.65
H 4.64 2.86 -5.45
H 1.54 0.77 -7.45
H 1.70 2.24 -9.47
C 3.66 7.61 4.48
C 4.01 8.01 3.23
C 4.08 7.02 2.25
C 3.88 5.68 2.55
C 3.62 5.24 3.86
C 3.48 6.23 4.77
N 3.77 4.67 1.45
O 3.58 3.53 1.81
O 3.90 5.05 0.30
H 3.48 8.21 5.35
H 4.28 9.04 3.05
H 4.25 7.34 1.19
H 3.51 4.22 4.13
H 3.40 5.91 5.85
C 1.97 -4.84 -3.78
C 1.93 -3.49 -3.54
C 2.05 -3.02 -2.22
C 2.39 -3.97 -1.27
C 2.35 -5.38 -1.46
C 2.10 -5.76 -2.79
N 2.67 -3.49 0.05
O 1.92 -2.62 0.47
O 3.59 -3.97 0.66
H 1.81 -5.20 -4.84
H 1.75 -2.80 -4.37
H 1.88 -1.95 -2.02
H 2.45 -6.09 -0.67
H 2.08 -6.85 -3.00
C -5.04 -1.09 -2.44
C -4.37 -1.29 -1.26
C -4.40 -2.59 -0.65
C -4.99 -3.62 -1.30
C -5.72 -3.40 -2.47
C -5.74 -2.14 -2.99
N -5.01 -4.98 -0.73
O -5.55 -5.87 -1.37
O -4.53 -5.08 0.39
H -4.96 -0.16 -2.99
H -3.82 -0.53 -0.84
H -3.91 -2.71 0.32
H -6.23 -4.25 -2.84
H -6.27 -1.96 -3.91
C -1.82 -0.56 -6.47
C -1.58 -0.95 -5.13
C -1.98 -2.28 -4.79
C -2.39 -3.11 -5.78
C -2.64 -2.76 -7.08
C -2.35 -1.46 -7.39
N -2.65 -4.51 -5.44
O -2.76 -4.79 -4.25
O -2.76 -5.25 -6.39
H -1.49 0.38 -6.80
H -1.14 -0.29 -4.39
H -1.96 -2.62 -3.80
H -3.00 -3.49 -7.87
H -2.56 -1.18 -8.42
C 1.36 -1.47 8.01
C 0.15 -1.84 7.58
C -0.62 -1.03 6.67
C -0.01 0.18 6.39
C 1.24 0.59 6.76
C 2.00 -0.25 7.58
N -0.80 1.12 5.53
O -1.74 0.56 4.93
O -0.50 2.26 5.44
H 1.88 -2.08 8.72
H -0.33 -2.72 8.01
H -1.51 -1.34 6.29
H 1.68 1.53 6.53
H 3.03 0.00 7.88
C 0.78 1.95 0.88
C -0.27 1.27 1.48
C -0.85 0.14 0.86
C -0.34 -0.31 -0.32
C 0.74 0.38 -0.94
C 1.25 1.54 -0.37
N -0.87 -1.57 -0.88
O -1.42 -2.34 -0.13
O -0.63 -1.82 -2.07
H 1.27 2.81 1.36
H -0.59 1.66 2.45
H -1.77 -0.23 1.28
H 1.14 0.11 -1.94
H 2.15 1.92 -0.77
*
```

---

Entry 7:
ORCA calculation (ωB97M-V/def2-TZVPD) on the ion C5H14NOS with charge +1.

Summary:
Energy above the lowest of the compared OMol25 structures with the same formula, charge and spin   17.7 kJ/mol
Kohn-Sham gap   8.23 eV
SMILES   CSCC[C@H]([NH3+])CO
Highest occupied orbital energy   -11.748 eV
E_LUMO   -3.5 eV
F_max   0.0168 hartree/bohr

```
! wB97M-V def2-TZVPD RIJCOSX def2/J DEFGRID3
* xyz 1 1
C 0.93 -0.90 -3.84
S -0.19 0.14 -2.87
C 0.07 -0.53 -1.20
C -0.73 0.34 -0.21
C -0.04 0.54 1.14
N 0.25 -0.79 1.79
C -0.91 1.32 2.13
O -0.53 1.03 3.48
H 0.38 -1.34 -4.66
H 1.38 -1.70 -3.26
H 1.73 -0.28 -4.25
H 1.14 -0.41 -1.03
H -0.21 -1.58 -1.11
H -0.84 1.34 -0.63
H -1.74 -0.04 -0.07
H 0.89 1.10 0.99
H -0.29 -1.54 1.36
H 0.01 -0.68 2.79
H 1.24 -1.05 1.78
H -1.97 1.08 2.06
H -0.84 2.39 1.93
H 0.27 1.54 3.70
*
```

---

Entry 8:
ORCA calculation (ωB97M-V/def2-TZVPD) on a structure of composition C19H34O6P2PdS2.

Summary:
<S²>   6.030
Kohn-Sham gap (alpha / beta)   9.61 / 6.48 eV
Highest occupied orbital energy (alpha / beta)   -15.158 / -16.165 eV
E_LUMO (alpha / beta)   -5.6 / -9.7 eV
F_max   0.0149 hartree/bohr

```
! wB97M-V def2-TZVPD RIJCOSX def2/J DEFGRID3
* xyz 2 5
Pd -0.04 -0.34 -0.26
C 5.79 1.57 -1.50
C 5.02 0.66 -2.44
C 5.90 -0.31 -3.19
O 4.09 -0.16 -1.63
P 2.60 0.14 -1.32
O 2.14 -0.63 -0.11
C 2.28 1.92 -1.18
P 0.66 2.47 -1.78
O -0.42 1.64 -1.19
O 0.71 2.38 -3.32
C 1.22 3.42 -4.24
C 1.96 2.68 -5.33
C 0.04 4.21 -4.76
O 0.58 3.98 -1.41
C 0.11 4.48 -0.11
C 0.96 5.68 0.23
C -1.37 4.80 -0.23
O 1.68 -0.23 -2.56
C 1.74 -1.55 -3.22
C 0.41 -2.22 -2.97
C 2.02 -1.30 -4.69
H 6.50 2.17 -2.07
H 6.35 0.97 -0.79
H 5.13 2.24 -0.96
H 4.41 1.24 -3.15
H 6.49 -0.91 -2.48
H 6.59 0.23 -3.83
H 5.31 -0.99 -3.81
H 3.03 2.47 -1.75
H 2.42 2.21 -0.13
H 1.89 4.06 -3.67
H 1.29 2.02 -5.88
H 2.78 2.08 -4.92
H 2.39 3.40 -6.04
H -0.66 3.56 -5.28
H 0.39 4.97 -5.45
H -0.48 4.71 -3.94
H 0.26 3.68 0.62
H 0.84 6.46 -0.52
H 2.01 5.41 0.29
H 0.66 6.09 1.19
H -1.53 5.57 -0.99
H -1.75 5.17 0.72
H -1.93 3.91 -0.51
H 2.55 -2.12 -2.76
H -0.40 -1.56 -3.27
H 0.31 -2.51 -1.92
H 0.34 -3.13 -3.57
H 1.22 -0.71 -5.13
H 2.10 -2.24 -5.22
H 2.96 -0.76 -4.81
S 0.09 0.68 1.89
C -0.79 -0.38 2.88
C -0.91 -0.09 4.25
C -1.63 -0.93 5.09
C -2.25 -2.06 4.58
C -2.15 -2.37 3.22
C -1.41 -1.55 2.36
S -1.30 -2.02 0.70
H -0.44 0.80 4.65
H -1.71 -0.69 6.14
H -2.81 -2.72 5.23
H -2.64 -3.25 2.83
*
```

---

Let's list energy in order: -884.13364, -1659.72727, -478.67076, -3296.56717, -3662.44677, -5513.02212, -726.83250, -2802.38299 a.u..